(1)
Molecular formula: C5H10N2
Method: DFT, ωB97M-V with the def2-TZVPD basis set

Summary:
* orbital gap (alpha / beta): 5.5103 / 5.0541 eV
* total charge: -1
* ΔE to the lowest compared entry with this formula, charge and spin: 40.0 kcal per mole
* HOMO level (alpha / beta): -1.258 / -1.192 eV
* electronic energy: -8323.8943 eV
* multiplicity: 2
* expectation value of S²: 0.76

Element x y z (Å)
N  -2.4765  -0.0318  0.1426
N  2.5389  -1.0750  0.3803
C  -0.2366  -0.9017  -0.4751
C  -1.3597  -0.9304  0.5429
C  0.6679  0.2873  -0.2957
C  0.0643  1.6566  -0.5335
C  1.9583  0.1054  0.1877
H  3.4906  -0.9404  0.7120
H  -0.7296  -0.8778  -1.4674
H  -3.2392  -0.0833  0.8208
H  0.5288  2.1915  -1.3762
H  -0.9827  -0.8575  1.5691
H  2.4922  1.0582  0.3666
H  0.0468  2.2658  0.3859
H  0.4085  -1.7780  -0.4132
H  -2.1904  -1.6148  0.2515
H  -0.9816  1.5259  -0.7983

(2)
Molecular formula: C4H8O2S
Method: DFT, ωB97M-V with the def2-TZVPD basis set

Summary:
* orbital gap: 10.0897 eV
* ΔE to the lowest compared entry with this formula, charge and spin: 37.7 kcal per mole
* SMILES: O=C[C@@H](S)CCO
* HOMO level: -9.754 eV
* electronic energy: -19206.7652 eV

Element x y z (Å)
S  1.9076  0.0669  -0.0302
O  -1.5392  -1.8234  -0.3031
O  -0.4828  2.1409  -0.5869
C  -0.3811  -1.4715  -0.5122
C  -1.3447  1.1521  -0.0258
C  -0.6540  0.3160  1.0624
C  0.3984  -0.7102  0.5478
H  -0.2546  1.0088  1.8316
H  0.3577  1.7295  -0.8953
H  2.1472  -1.0136  -0.8228
H  -1.9684  0.6307  -0.7736
H  -1.4234  -0.3519  1.4929
H  -2.0833  1.7596  0.5384
H  0.1191  -1.6363  -1.5344
H  0.6476  -1.4558  1.3322

(3)
Molecular formula: C11H7Cl28F4NOP
Method: DFT, ωB97M-V with the def2-TZVPD basis set

Summary:
* orbital gap: 5.5637 eV
* total charge: -1
* ΔE to the lowest compared entry with this formula, charge and spin: 0.0 kcal per mole
* HOMO level: -3.903 eV
* electronic energy: -385844.8032 eV

Element x y z (Å)
Cl  -0.3740  6.2799  5.2033
Cl  5.0527  -4.4393  3.1508
Cl  -1.0997  -2.1980  -6.1703
Cl  -3.4742  -3.3713  -5.0417
Cl  -2.0457  5.0253  3.2159
Cl  -0.6171  -6.4265  0.6149
Cl  7.3904  0.8269  -0.8614
Cl  4.6594  -1.6177  2.7475
Cl  0.7669  5.3378  2.7346
Cl  -1.4404  3.7007  -3.9152
Cl  -1.7253  7.7208  -0.6220
Cl  0.6092  -5.5680  -1.8316
Cl  -0.8874  -4.3754  -4.2932
Cl  4.5286  1.0473  -0.5767
Cl  1.1204  7.3029  -0.8146
Cl  2.4602  -3.4210  2.4012
Cl  -0.6824  5.0676  -0.9238
Cl  -1.0532  -7.9251  -1.8030
Cl  -1.9024  -4.8539  -6.9530
Cl  -1.6790  1.6181  -1.9837
Cl  -0.9578  7.6465  2.7307
Cl  6.2215  3.2985  0.0377
Cl  -4.0388  2.6205  -3.3057
Cl  -2.1397  1.0162  -4.7663
Cl  6.1989  0.9835  1.7551
Cl  -0.5575  6.9371  -3.1346
Cl  3.4954  -2.9233  5.0458
Cl  -2.2645  -5.3320  -1.4760
P  -2.6019  -0.1615  1.1321
F  -0.0605  -1.4938  2.9439
F  0.4010  -2.6263  0.1985
F  -1.5161  -2.4260  -0.8026
F  -1.4129  -3.1349  1.2160
O  -3.4888  -0.5376  -0.2250
N  -3.3827  -1.2508  2.2227
C  -1.8349  -3.7031  -5.6064
C  -2.3224  2.2256  -3.4931
C  -0.1260  -0.4390  1.9868
C  -0.6539  6.0697  3.4698
C  6.0795  1.5385  0.0854
C  -0.8465  -6.2968  -1.1224
C  -0.9706  -0.7628  0.7866
C  3.9020  -3.1015  3.3353
C  -0.4604  6.7464  -1.3736
C  -0.8943  -2.1798  0.3892
C  1.3006  -0.0998  1.6439
H  -3.8510  0.2992  -0.4890
H  -2.7849  -1.5790  2.9603
H  1.2861  0.7566  0.9952
H  -0.5675  0.3999  2.5055
H  -4.2586  -0.9007  2.5635
H  1.8924  0.1249  2.5231
H  1.7634  -0.9165  1.1221

(4)
Molecular formula: C4H2NOS2
Method: DFT, ωB97M-V with the def2-TZVPD basis set

Summary:
* orbital gap: 6.3000 eV
* total charge: -1
* ΔE to the lowest compared entry with this formula, charge and spin: 89.6 kcal per mole
* SMILES: NC#CSSC#C[O-]
* HOMO level: -2.809 eV
* electronic energy: -29386.0937 eV

Element x y z (Å)
S  -0.1637  -2.8929  -0.2032
S  0.5626  -1.8097  -2.1326
O  0.0495  2.0101  -1.0323
N  -0.1847  0.9123  1.7086
C  -0.2431  -0.3779  1.2314
C  0.1421  -0.2361  -1.8597
C  -0.1537  -1.4292  0.6330
C  0.3281  0.8728  -1.3609
H  0.6423  1.4260  1.4448
H  -0.9794  1.5247  1.5710

(5)
Molecular formula: C20H48F6KN6O6P2
Method: DFT, ωB97M-V with the def2-TZVPD basis set

Summary:
* orbital gap: 6.0870 eV
* total charge: -1
* HOMO level: -4.094 eV
* electronic energy: -93952.2812 eV

Element x y z (Å)
K  -4.5128  -17.3259  2.2350
P  -5.1307  -13.3463  2.5869
P  -1.6521  -19.3197  -0.0338
F  -3.4038  -22.8715  5.1113
F  -7.3739  -18.7398  -2.6541
F  -5.4009  -18.1605  -2.5965
F  -6.7282  -16.8468  -3.5162
F  -4.7031  -21.7929  6.4325
F  -3.0082  -20.8358  5.5831
O  -4.4101  -14.6142  2.8378
O  -6.5907  -17.8168  0.2469
O  -6.0143  -21.9217  3.7953
O  -8.2523  -16.6594  -0.8921
O  -2.2285  -18.4407  1.0150
O  -5.1477  -19.8887  3.5724
N  -4.4145  -12.4663  1.3372
N  -4.9864  -12.2412  3.8915
N  -0.3521  -20.2889  0.4477
N  -1.1829  -18.2529  -1.2631
N  -6.8531  -13.4547  2.2724
N  -2.6243  -20.5252  -0.6990
C  -7.2162  -23.7020  2.9585
C  -6.4948  -22.4049  2.5151
C  -1.2999  -18.5268  -2.7055
C  -2.1523  -21.5668  -1.6864
C  -9.8977  -15.0367  -1.0217
C  -6.8557  -17.0489  -0.9233
C  -4.7801  -21.1844  3.8643
C  -4.0284  -20.6431  -0.2589
C  -7.7148  -12.4109  1.7306
C  -0.6367  -16.9240  -0.9363
C  -3.8603  -13.2153  0.2357
C  -4.7113  -10.9766  1.1027
C  -4.0378  -21.6780  5.2370
C  -0.6120  -21.4587  1.3547
C  -5.9809  -12.3171  4.9454
C  -7.5541  -14.7171  2.3898
C  -6.5835  -17.6563  -2.4334
C  -3.5940  -11.7815  4.3248
C  1.0488  -20.1649  0.1100
C  -8.6204  -15.5173  -1.6519
H  -7.5362  -12.2252  0.6715
H  -5.6820  -10.8088  0.6362
H  -3.4363  -10.7261  4.1029
H  -1.2883  -16.1678  -1.3740
H  -5.4244  -12.5560  5.8517
H  -7.6851  -24.1566  2.0858
H  -4.9778  -10.4638  2.0269
H  -8.7832  -12.4514  1.9426
H  -2.9718  -21.4557  -2.3965
H  -5.7413  -22.6960  1.7832
H  -6.8365  -12.9578  4.7321
H  -2.2824  -18.9515  -2.9116
H  -6.4795  -24.4153  3.3280
H  -3.0043  -13.8223  0.5305
H  -0.8971  -22.3713  0.8314
H  -8.1898  -14.8614  3.2634
H  -1.2862  -21.1707  2.1613
H  -4.5225  -20.2028  -1.1250
H  -4.2645  -21.6689  3.0351
H  -6.3407  -11.2974  5.0826
H  -4.3100  -21.6945  -0.1998
H  -3.5969  -11.5773  5.3955
H  -6.7841  -15.4849  2.3141
H  -4.0082  -10.4199  0.4831
H  -8.8062  -16.0151  -2.6036
H  -3.4300  -12.6761  -0.6082
H  -2.0137  -22.4614  -1.0792
H  -9.8323  -14.9707  0.0643
H  0.3310  -21.6641  1.8614
H  1.5640  -19.7713  0.9862
H  -7.4459  -11.4615  2.1937
H  1.5073  -21.1427  -0.0377
H  -7.1329  -21.6990  1.9835
H  -8.0132  -23.4548  3.6597
H  -2.7140  -12.3414  4.0082
H  -10.7314  -15.6807  -1.3014
H  -1.1523  -17.6012  -3.2619
H  -6.3333  -16.1116  -0.7317
H  -4.6499  -13.8774  -0.1196
H  -0.4029  -16.5745  0.0693
H  0.2813  -16.9206  -1.5241
H  1.3417  -19.7457  -0.8526
H  -1.2374  -21.2702  -2.1994
H  -10.2550  -14.0585  -1.3436
H  -0.4424  -19.0970  -3.0630
H  -8.1005  -14.7306  1.4467
H  -4.2742  -19.9090  0.5084
H  -7.8388  -14.7632  -1.5592

(6)
Molecular formula: CH4FN2
Method: DFT, ωB97M-V with the def2-TZVPD basis set

Summary:
* orbital gap (alpha / beta): 8.1198 / 10.5127 eV
* total charge: +1
* ΔE to the lowest compared entry with this formula, charge and spin: 131.6 kcal per mole
* HOMO level (alpha / beta): -16.044 / -16.026 eV
* electronic energy: -6786.9225 eV

Element x y z (Å)
F  -1.4349  1.0906  -0.0656
N  -1.3355  -1.1202  -0.0622
N  1.9325  0.7613  -0.0804
C  -0.7852  0.0280  -0.0177
H  2.2136  1.7926  -0.3353
H  -0.5634  -1.8131  0.0114
H  2.1902  0.7142  0.9108
H  -2.2173  -1.4533  -0.3609

(7)
Molecular formula: C3H4N2O
Method: DFT, ωB97M-V with the def2-TZVPD basis set

Summary:
* orbital gap: 8.6650 eV
* ΔE to the lowest compared entry with this formula, charge and spin: 67.6 kcal per mole
* SMILES: N#CC(=O)CN
* HOMO level: -8.882 eV
* electronic energy: -8200.9546 eV

Element x y z (Å)
O  1.7617  -1.8255  0.3916
N  -0.5889  -0.3681  -0.0925
N  3.5333  1.0691  -0.4645
C  3.0496  0.1607  0.0537
C  1.9582  -0.6668  0.2830
C  0.4942  0.4363  -0.0107
H  0.3919  1.0770  0.9103
H  -1.0598  -0.6746  0.7627
H  -0.7543  -1.0311  -0.7102
H  0.7735  0.9811  -0.8621

(8)
Molecular formula: C3H5NSe
Method: DFT, ωB97M-V with the def2-TZVPD basis set

Summary:
* orbital gap (alpha / beta): 7.8382 / 7.8373 eV
* ΔE to the lowest compared entry with this formula, charge and spin: 49.3 kcal per mole
* SMILES: C=[Se].C=C=N
* HOMO level (alpha / beta): -8.538 / -8.538 eV
* electronic energy: -70025.0607 eV

Element x y z (Å)
Se  -1.9965  0.7644  0.7300
N  2.1489  1.3341  0.5419
C  1.6919  0.1908  0.5516
C  -2.4520  0.2101  -0.8557
C  1.1244  -0.9918  0.6032
H  0.1814  -1.2709  0.3476
H  1.8181  -1.8630  1.0372
H  -3.4645  0.4259  -1.2063
H  -1.7903  -0.3131  -1.5038
H  2.7386  1.5135  -0.2457

(9)
Molecular formula: C5H10O2
Method: DFT, ωB97M-V with the def2-TZVPD basis set

Summary:
* orbital gap: 10.5748 eV
* ΔE to the lowest compared entry with this formula, charge and spin: 40.9 kcal per mole
* SMILES: CCO[C@@H](C)C=O
* HOMO level: -9.517 eV
* electronic energy: -9441.2686 eV

Element x y z (Å)
O  0.3558  0.2742  0.3040
O  -1.8496  -1.0689  -1.7091
C  1.0502  -0.9477  0.4447
C  -1.4167  -0.0428  -1.2469
C  -1.0588  0.2240  0.2189
C  -1.5884  1.5849  0.6266
C  2.4130  -0.8105  -0.2063
H  -1.3912  2.3373  -0.1466
H  1.1664  -1.1659  1.5172
H  2.8731  0.1412  0.0809
H  -1.4678  -0.5666  0.8679
H  3.0662  -1.6211  0.1276
H  2.3492  -0.8386  -1.2983
H  -1.1999  0.8115  -1.9203
H  -1.1123  1.9516  1.5409
H  -2.6624  1.5061  0.7997
H  0.4732  -1.7687  -0.0008

(10)
Molecular formula: C4H10O
Method: DFT, ωB97M-V with the def2-TZVPD basis set

Summary:
* orbital gap: 7.9611 eV
* ΔE to the lowest compared entry with this formula, charge and spin: 154.9 kcal per mole
* HOMO level: -11.026 eV
* electronic energy: -6351.0879 eV

Element x y z (Å)
O  1.2822  -1.9982  0.6373
C  0.7522  0.8071  -0.5137
C  -1.4745  -0.6585  0.0565
C  -0.6677  0.1520  -0.9345
C  1.0733  0.5427  0.9206
H  -1.7453  -0.0885  0.9478
H  -2.4103  -0.9783  -0.4013
H  -1.2265  0.9309  -1.4497
H  1.4605  0.2588  -1.1349
H  -0.8764  -1.5106  0.3501
H  2.0271  0.9041  1.3057
H  0.3190  0.9084  1.6263
H  1.0586  -0.5480  1.1910
H  0.7335  1.8215  -0.9048
H  -0.3058  -0.5436  -1.6964

(11)
Molecular formula: C4H13NO2
Method: DFT, ωB97M-V with the def2-TZVPD basis set

Summary:
* orbital gap: 9.0148 eV
* ΔE to the lowest compared entry with this formula, charge and spin: 26.7 kcal per mole
* SMILES: C1CCNC1.O.O
* HOMO level: -8.226 eV
* electronic energy: -9943.0378 eV

Element x y z (Å)
O  1.5948  4.9514  1.7064
O  -3.8140  -3.0193  -0.8958
N  0.4020  0.8984  0.2026
C  0.2517  -1.1061  -1.0262
C  1.3974  -0.0210  0.7398
C  -0.4726  0.2157  -0.7179
C  0.9268  -1.4063  0.2869
H  2.3184  0.1735  0.1649
H  -4.3047  -3.7497  -1.2839
H  1.7582  -2.0945  0.3079
H  0.8998  4.3051  1.5704
H  -1.4970  0.0113  -0.3658
H  1.0194  -0.9456  -1.7918
H  1.2639  5.8510  1.8158
H  -0.7686  0.9663  -1.4441
H  1.6655  0.0671  1.7983
H  -0.4957  -1.7556  -1.4890
H  0.7615  1.7723  -0.1246
H  0.1470  -1.7297  0.9710
H  -3.0538  -3.3844  -0.4248

(12)
Molecular formula: C4H5N3S
Method: DFT, ωB97M-V with the def2-TZVPD basis set

Summary:
* orbital gap: 7.4126 eV
* ΔE to the lowest compared entry with this formula, charge and spin: 51.9 kcal per mole
* SMILES: C=C1C(=S)N=CN1N
* HOMO level: -8.489 eV
* electronic energy: -19532.6308 eV

Element x y z (Å)
S  -0.2640  -3.0164  1.1662
N  0.0698  1.7783  -0.7949
N  -0.2947  0.4503  -0.5477
N  -1.0258  -1.5990  -1.0844
C  0.1062  -0.3680  0.5134
C  -0.9420  -0.3336  -1.4516
C  0.9152  0.0348  1.4852
C  -0.4931  -1.6963  0.2013
H  -0.3330  2.3938  -0.0735
H  -1.2948  0.0591  -2.4003
H  1.0651  -0.6204  2.2949
H  1.0792  1.8988  -0.7501
H  1.4118  1.0185  1.4415

The highest electronic energy belongs to which entry?
C4H10O

Which value of electronic energy does entry 9 give?
-9441.2686 eV

electronic energy of number 10 (C4H10O)?
-6351.0879 eV

Among the records above, which one has the lowest electronic energy?
C11H7Cl28F4NOP